(1)
A structure of composition C24H42MoNOP3. Source: the Open Molecules 2025 dataset; level of theory: ωB97M-V/def2-TZVPD.

The expectation value of S² is 2.0389. Its spin multiplicity is 3. As for the total energy: -2160.15007 Ha. Its highest occupied orbital energy (alpha / beta) is -0.7034 / -0.7053 Ha. For the largest force on an atom, the calculation gives 4.9 eV Å⁻¹. Its net charge is +4. The frontier orbital gap (alpha / beta) is 4.24 / 4.29 eV.

The geometry in XYZ format:
```
72
Properties=species:S:1:pos:R:3:forces:R:3
Mo -0.4908 0.9900 -0.3004 -1.74 -3.65 2.60
P -0.7228 0.9062 -2.5742 0.27 -0.41 0.99
P -1.8381 -1.4710 -0.1798 -2.66 -0.21 -0.12
P 1.5065 1.6045 0.6938 2.15 0.85 1.65
H 0.7083 -3.6775 -0.1102 0.63 -0.27 0.22
C 1.5757 -3.2076 0.3754 -1.86 0.93 0.05
C 1.4522 -2.7058 1.5980 -1.23 1.37 -0.56
H 0.4547 -2.5820 2.0358 0.60 -1.14 0.62
C -0.4023 -0.4955 -3.5886 0.23 -0.17 -0.50
C -2.3926 1.5068 -2.6062 -0.30 0.17 -0.73
C 0.4309 2.2195 -2.8251 0.35 0.36 -1.16
C -2.0931 -2.6321 1.2479 0.93 0.37 0.36
C -3.5198 -0.6548 -0.0737 0.61 0.15 -0.07
C -2.2393 -2.6878 -1.5518 1.01 0.50 -0.28
C 2.1296 1.2283 2.3927 -0.61 -0.28 -0.41
C 0.6142 3.2117 0.9537 -0.14 -0.86 -0.13
C 3.0559 2.0736 -0.1419 -0.24 -0.35 -0.34
H 2.2576 -2.7063 -0.2653 1.37 -0.66 -0.60
H 2.1511 -1.9810 1.9745 0.57 -0.19 0.29
H 0.1818 -0.0554 -4.4062 -0.26 -0.69 -0.39
H -1.3651 -0.9302 -3.8937 0.57 0.02 -0.30
H 0.2046 -1.2168 -3.0185 -0.34 0.24 -0.33
H -2.3674 2.2912 -3.3585 -0.68 0.28 -0.07
H -2.7406 1.9186 -1.6518 0.05 0.14 -0.02
H -3.0632 0.7015 -2.8984 -0.15 0.14 -0.16
H 0.1125 2.5880 -3.8023 0.64 0.80 -0.15
H 1.4410 1.7907 -2.8515 -0.38 0.33 -0.21
H 0.3838 3.0128 -2.0680 -0.17 -0.04 -0.35
H -3.0938 -3.0812 1.1037 0.56 0.26 -0.06
H -2.0856 -2.0700 2.1977 0.06 -0.38 -0.34
H -1.3216 -3.4212 1.2651 -0.44 0.32 0.07
H -4.2350 -1.4645 0.1740 0.24 0.60 -0.20
H -3.7682 -0.1980 -1.0487 -0.09 -0.23 0.63
H -3.5030 0.1079 0.7272 -0.25 -0.33 -0.41
H -3.0398 -3.3568 -1.1760 0.48 0.48 -0.09
H -1.3389 -3.2838 -1.7961 -0.58 0.18 -0.01
H -2.5972 -2.1464 -2.4468 0.18 -0.37 0.43
H 2.8050 2.0550 2.6674 -0.21 -0.40 -0.04
H 2.6632 0.2646 2.3743 -0.11 0.44 0.16
H 1.2819 1.1755 3.0927 0.46 -0.06 -0.19
H 1.3732 3.9202 1.3017 -0.27 0.20 -0.25
H -0.1672 3.0713 1.7132 0.25 0.31 -0.17
H 0.1665 3.5413 0.0004 0.06 0.47 0.29
H 3.7274 2.5561 0.5845 -0.25 -0.13 -0.32
H 2.8166 2.7471 -0.9746 0.28 -0.10 0.17
H 3.4870 1.1537 -0.5675 0.06 0.70 0.38
C 3.3094 -0.9237 -2.4427 -2.53 1.82 1.82
C 3.0759 -1.7844 -3.6005 0.96 0.91 -2.33
C 4.2052 -2.3202 -4.1869 -2.05 0.38 -0.77
C 5.3998 -2.3770 -3.4336 0.50 -0.33 0.18
C 5.4644 -2.0013 -2.0627 -0.57 0.74 1.49
C 4.3202 -1.4584 -1.4815 2.62 1.29 0.31
O 2.6997 0.1885 -2.3071 2.27 -4.34 -0.60
H -0.2012 -0.5670 0.4002 1.09 0.05 -0.98
H 2.1498 -1.5802 -4.1534 0.47 -0.49 0.06
H 4.1661 -2.5925 -5.2611 0.19 -0.27 0.94
H 6.2874 -2.8069 -3.9029 -0.05 0.22 0.03
H 6.4295 -2.0634 -1.4973 -1.12 -0.35 -0.51
H 4.3446 -1.1102 -0.4147 -0.14 -0.46 -1.14
N -0.9573 0.5630 1.7268 -1.74 0.60 4.06
C -1.5289 0.6776 2.7664 1.03 0.72 -4.63
C -2.4525 1.1988 3.6504 0.43 -0.24 0.86
C -2.0300 2.3539 4.3506 -0.56 -0.10 0.55
C -2.9191 2.8486 5.3012 0.05 -0.40 -0.55
C -4.1502 2.1801 5.4840 -0.05 0.08 0.14
C -4.5605 1.0631 4.7257 0.35 0.08 -0.28
C -3.6942 0.5494 3.7724 -0.01 0.22 0.48
H -1.0452 2.8151 4.1484 -0.71 -0.36 0.28
H -2.6351 3.7301 5.8741 -0.33 -0.25 0.00
H -4.8221 2.5485 6.2571 0.10 -0.04 -0.17
H -5.5251 0.5761 4.8563 0.15 0.36 0.22
H -3.9267 -0.3180 3.1332 0.04 0.47 0.58
```
Forces are in eV/Å.

***

(2)
A structure of composition C24H42N3O5Si3Ti. Source: the Open Molecules 2025 dataset; level of theory: ωB97M-V/def2-TZVPD.

The expectation value of S² is 0.7543. Its spin multiplicity is 2. As for the total energy: -3198.33499 Ha. Its highest occupied orbital energy (alpha / beta) is -0.2989 / -0.3320 Ha. For the largest force on an atom, the calculation gives 0.6 eV Å⁻¹. Its net charge is 0. The frontier orbital gap (alpha / beta) is 7.98 / 8.97 eV.

The geometry in XYZ format:
```
78
Properties=species:S:1:pos:R:3:forces:R:3
Ti 0.4982 0.2113 -0.4108 -0.34 -0.14 0.47
C 2.5143 -3.1501 -0.3060 0.07 -0.05 0.02
N 1.2892 -2.8965 0.4429 -0.04 0.05 -0.07
C 0.4788 -4.1021 0.5032 -0.01 -0.03 0.00
C 1.6165 -2.4721 1.8001 0.03 -0.04 0.05
C 2.3594 -1.1579 1.8707 -0.02 0.01 0.03
C 3.3551 -1.0391 2.8336 -0.04 -0.01 0.03
C 4.0565 0.1470 3.0010 0.00 0.01 0.01
C 3.7788 1.2235 2.1783 -0.03 0.01 -0.01
C 2.7951 1.0998 1.2030 0.06 0.02 -0.05
C 2.0555 -0.0767 1.0245 -0.30 0.03 -0.16
H 3.1292 -3.9240 0.1792 -0.01 0.01 0.01
H 3.1053 -2.2375 -0.3731 0.00 -0.02 0.00
H 2.2808 -3.4915 -1.3142 0.04 -0.02 0.05
H 0.9960 -4.9280 1.0169 0.01 0.01 0.01
H 0.2417 -4.4538 -0.5037 -0.02 0.01 -0.02
H -0.4529 -3.9041 1.0357 0.01 0.00 -0.02
H 2.2223 -3.2458 2.3023 0.01 -0.02 -0.03
H 0.6797 -2.4045 2.3571 0.15 -0.04 -0.07
H 3.5852 -1.8875 3.4690 0.01 -0.02 0.00
H 4.8234 0.2187 3.7615 0.01 0.00 0.00
H 4.3292 2.1501 2.2781 0.01 0.01 0.02
H 2.6196 1.9493 0.5512 0.01 -0.02 0.01
C -2.1918 -0.3341 -3.1549 0.01 -0.03 -0.05
O -1.6748 -0.0369 -1.8767 0.17 0.05 0.17
Si -2.5508 0.1568 -0.4444 -0.02 -0.05 0.01
C -4.2117 0.9484 -0.7870 0.03 -0.06 -0.04
C -2.9012 -1.5989 0.1308 -0.01 0.02 -0.03
C -1.2882 1.0623 0.5196 0.18 0.08 -0.01
Si -1.5152 0.8896 2.3722 0.02 0.00 -0.02
C -3.3182 1.1553 2.8670 0.04 -0.06 0.04
C -0.4517 2.0685 3.3737 -0.03 -0.05 0.02
C -1.0920 -0.8282 3.0285 0.00 0.05 0.03
Si -1.2430 2.8815 0.0068 0.06 0.00 -0.05
C 0.3911 3.7106 0.4372 -0.03 0.04 -0.01
C -2.6168 3.9139 0.7786 0.05 0.01 -0.03
C -1.4206 3.1150 -1.8556 0.00 0.04 0.03
H -2.7819 0.5014 -3.5379 -0.01 0.01 0.00
H -2.8219 -1.2292 -3.1374 -0.01 -0.01 0.00
H -1.3596 -0.5074 -3.8388 0.00 0.00 0.00
H -4.8407 0.2754 -1.3755 0.00 -0.01 -0.02
H -4.1445 1.8976 -1.3159 0.02 0.03 0.00
H -4.7293 1.1311 0.1569 0.00 0.00 0.04
H -3.5147 -2.1094 -0.6172 -0.01 -0.01 -0.01
H -3.4391 -1.6479 1.0787 -0.01 0.02 0.03
H -1.9744 -2.1682 0.2498 0.01 0.02 -0.02
H -3.7444 2.0989 2.5305 0.03 0.04 -0.04
H -3.3840 1.1284 3.9583 -0.02 0.01 0.01
H -3.9525 0.3469 2.4934 -0.02 -0.01 -0.02
H -0.6633 3.1236 3.2025 -0.03 0.03 -0.02
H 0.6092 1.8948 3.1782 0.01 -0.01 -0.02
H -0.6274 1.8632 4.4332 0.00 0.01 0.02
H -1.2464 -1.6248 2.3005 -0.04 0.02 0.00
H -1.7257 -1.0511 3.8904 0.00 0.01 0.04
H -0.0531 -0.8660 3.3629 -0.06 0.08 0.01
H 0.8142 3.4004 1.3908 -0.02 -0.01 0.03
H 0.2279 4.7910 0.4835 0.01 0.02 -0.01
H 1.1336 3.5269 -0.3421 -0.01 -0.03 -0.01
H -2.5302 4.0106 1.8609 0.02 -0.02 0.04
H -3.6111 3.5276 0.5516 -0.02 -0.03 -0.01
H -2.5471 4.9193 0.3544 -0.02 0.02 0.01
H -0.6953 2.5384 -2.4313 0.03 -0.01 0.04
H -1.2329 4.1728 -2.0615 -0.01 0.01 -0.03
H -2.4177 2.8838 -2.2317 -0.02 -0.03 -0.02
O 3.9863 -0.5271 -5.0531 -0.05 0.17 0.19
C 3.1322 -1.5353 -5.0052 0.32 -0.23 0.26
O 3.1693 -2.4585 -5.7790 -0.13 0.14 -0.08
C 2.1502 -1.5481 -3.8807 -0.18 0.03 0.02
C 1.2720 -2.5933 -3.6667 0.04 0.05 0.06
N 0.5475 -2.2936 -2.5766 -0.01 0.15 -0.03
N 0.8902 -1.1077 -2.0707 0.27 -0.09 -0.23
C 1.8569 -0.6345 -2.8473 -0.21 -0.10 -0.19
C 2.3038 0.7662 -2.5496 0.19 0.07 -0.19
O 3.2508 1.2433 -3.1620 -0.18 -0.10 0.16
O 1.5849 1.3494 -1.6522 0.16 0.00 -0.04
H 3.8451 0.1299 -4.3144 -0.14 -0.04 -0.27
H 1.1405 -3.5054 -4.2226 0.01 -0.02 -0.01
H -0.1497 -2.8456 -2.1036 0.00 0.01 0.00
```
Forces are in eV/Å.

***

(3)
A structure of composition C24H42NP3SYb. Source: the Open Molecules 2025 dataset; level of theory: ωB97M-V/def2-TZVPD.

The expectation value of S² is 0.7558. Its spin multiplicity is 2. As for the total energy: -3574.30109 Ha. Its highest occupied orbital energy (alpha / beta) is -0.4944 / -0.5950 Ha. For the largest force on an atom, the calculation gives 5.0 eV Å⁻¹. Its net charge is +3. Its relative energy (zero: lowest compared OMol25 entry of this formula, charge and spin) is 274.8 kJ/mol. The frontier orbital gap (alpha / beta) is 5.19 / 7.93 eV.

The geometry in XYZ format:
```
72
Properties=species:S:1:pos:R:3:forces:R:3
Yb -2.4340 0.0508 -2.2195 1.48 0.54 -1.00
P 2.0483 -0.9416 1.9364 1.91 -0.81 -0.32
P 0.4937 -1.7027 -2.4566 -0.09 -1.09 -0.41
P -2.0737 1.2248 2.3315 0.61 0.98 -0.53
H -6.4952 -0.5555 -0.9801 0.14 0.86 -0.04
C -6.2616 0.3831 -0.4558 -1.22 0.89 0.61
C -5.5305 1.4469 -0.8214 -1.18 0.44 0.34
H -5.1740 1.6975 -1.8309 0.20 -0.58 0.25
C 2.2942 -2.4335 2.9354 -0.80 -0.20 0.13
C 2.9146 -1.2717 0.3732 -0.39 0.05 -0.28
C 3.0055 0.3641 2.7564 -0.56 0.62 0.15
C -0.3373 -1.2986 -4.0759 0.07 0.24 0.07
C 2.2043 -2.0762 -3.0972 0.37 0.73 0.58
C -0.0348 -3.4446 -2.1830 -0.11 -0.23 0.13
C -3.4156 2.2659 2.8815 0.50 0.03 0.82
C -0.6454 2.1882 1.7909 0.36 0.50 0.99
C -1.6331 -0.0778 3.4630 0.25 0.18 1.08
H -6.8673 0.4547 0.4677 0.77 -0.05 -0.28
H -5.4620 2.3096 -0.1395 -0.13 -0.50 -0.37
H 3.2944 -2.4780 3.3935 -0.30 0.32 -0.32
H 2.1651 -3.3231 2.3036 -0.09 0.23 0.21
H 1.5438 -2.4427 3.7358 0.22 -0.19 -0.05
H 4.0015 -1.3712 0.5308 -0.43 0.04 0.28
H 2.7516 -0.4379 -0.3219 0.00 -0.25 0.15
H 2.5406 -2.2072 -0.0685 0.07 0.33 0.10
H 3.8629 -0.0653 3.3083 -0.55 -0.06 -0.34
H 2.3495 0.8846 3.4711 0.39 0.00 -0.12
H 3.3980 1.0824 2.0190 -0.31 -0.18 0.20
H 0.2785 -1.7192 -4.8861 -0.60 0.08 0.08
H -0.3148 -0.1948 -4.2062 -0.21 -0.51 -0.13
H -1.3663 -1.7233 -4.1463 0.51 0.26 -0.06
H 2.5602 -3.0789 -2.7974 -0.31 0.48 -0.12
H 2.8625 -1.3219 -2.6316 0.11 -0.42 -0.44
H 2.2582 -1.9714 -4.1887 0.02 -0.10 0.35
H 0.3575 -4.1371 -2.9453 -0.19 0.28 0.24
H -1.1265 -3.5420 -2.1205 0.38 0.07 -0.08
H 0.3606 -3.7399 -1.1976 -0.08 -0.06 -0.32
H -3.1233 2.5754 3.8989 -0.67 0.21 -0.23
H -4.3485 1.6848 2.8742 0.24 0.21 0.10
H -3.5000 3.1331 2.2122 0.03 -0.27 0.21
H -0.4438 2.8752 2.6296 0.53 0.06 -0.50
H -0.8315 2.7706 0.8701 -0.25 -0.38 0.52
H 0.2138 1.5185 1.6171 -0.35 0.36 0.15
H -1.9143 0.3407 4.4497 0.25 -0.63 -0.16
H -0.5390 -0.2451 3.4575 -0.63 0.11 0.06
H -2.1549 -1.0392 3.3070 0.12 0.54 -0.07
C -3.7217 -0.8969 -0.1947 -1.07 -0.71 -0.21
C -3.4889 -1.9935 0.6394 0.49 -0.22 -0.76
C -3.2761 -3.2305 0.0367 -0.30 -0.51 0.80
C -3.4430 -3.3770 -1.3373 0.45 -0.84 -0.10
C -4.0149 -2.3550 -2.0867 -0.68 -0.33 0.08
C -4.3125 -1.1258 -1.4808 0.29 -1.41 0.41
S -2.7559 0.5341 0.3976 -1.56 -0.50 -1.10
H 0.6480 -0.6632 1.6796 1.13 -0.16 0.24
H -3.3317 -1.7985 1.7079 0.16 -0.32 -0.58
H -2.9637 -4.0758 0.6722 -0.23 0.38 -0.54
H -3.1619 -4.3291 -1.8155 -0.38 0.53 0.27
H -4.3250 -2.5735 -3.1074 -0.08 0.12 0.12
H -4.9811 -0.4251 -1.9955 1.00 -0.09 -0.09
N -0.5512 1.3837 -1.9129 4.19 1.74 2.21
C 0.4689 1.7484 -1.4193 -3.77 -0.70 -2.70
C 1.7440 2.2282 -1.0339 1.27 0.63 0.24
C 2.8938 1.7107 -1.6709 0.04 -0.07 -0.02
C 4.1723 2.0865 -1.2464 -0.59 -0.44 -0.36
C 4.3128 2.9976 -0.2050 0.42 0.07 0.18
C 3.1987 3.6137 0.3513 -0.90 0.06 -0.05
C 1.9143 3.2675 -0.0973 -0.04 0.02 0.39
H 2.7602 1.0592 -2.5354 0.14 -0.04 0.34
H 5.0378 1.6347 -1.7343 -0.21 0.30 0.14
H 5.3110 3.2555 0.1568 -0.31 -0.04 -0.15
H 3.2920 4.3700 1.1390 0.07 -0.25 -0.47
H 1.0406 3.8244 0.2577 0.41 -0.33 0.05
```
Forces are in eV/Å.

***

(4)
A cluster of 9 separate species, C24H42O21S3 in total. Source: the Open Molecules 2025 dataset; level of theory: ωB97M-V/def2-TZVPD.

The expectation value of S² is 0.7571. Its spin multiplicity is 2. As for the total energy: -3713.82705 Ha. Its highest occupied orbital energy (alpha / beta) is -0.3711 / -0.3711 Ha. For the largest force on an atom, the calculation gives 6.2 eV Å⁻¹. Its net charge is +1. The frontier orbital gap (alpha / beta) is 6.21 / 1.50 eV.

The geometry in XYZ format:
```
90
Properties=species:S:1:pos:R:3:forces:R:3
C -0.4684 -1.5042 -0.4732 -0.44 -0.13 1.01
C 0.8630 -1.4937 0.1929 -0.10 -1.89 0.59
O 1.4182 -0.3108 -0.2705 0.59 2.02 -0.27
C 0.3891 0.5610 -0.4238 2.05 1.67 0.68
O 0.4702 1.7653 -0.4395 0.07 -0.86 -0.41
O -0.7258 -0.0955 -0.4431 -2.40 -0.47 -1.33
H -1.2624 -1.8753 0.1749 0.21 -0.78 -0.45
H -0.3783 -1.9639 -1.4575 -0.48 0.56 -0.17
H 1.5088 -2.3265 -0.0855 -0.03 0.01 0.30
H 0.6258 -1.4363 1.2552 0.69 -0.09 0.25
C 0.3647 0.7880 -4.3793 -2.64 1.61 -0.33
C 1.6547 1.2262 -5.0187 -0.28 0.09 0.28
O 2.5652 0.2847 -4.5140 -0.07 -1.35 1.38
C 1.9716 -0.4503 -3.5291 2.92 -2.26 1.26
O 2.5738 -1.3198 -2.9014 -2.30 2.27 -1.62
O 0.6578 -0.1057 -3.3665 1.75 -1.55 0.46
H -0.3588 0.3625 -5.0747 0.09 -0.32 -0.27
H -0.1784 1.5771 -3.8593 0.18 0.47 -0.45
H 1.9017 2.1961 -4.5869 0.33 0.24 -0.89
H 1.6470 1.0758 -6.0982 0.03 0.87 0.08
C 4.1168 -0.4243 3.7581 -0.10 -2.37 2.14
C 3.0920 -0.3697 2.6709 0.55 -0.03 -0.52
O 3.3147 0.9611 2.1901 -2.19 -0.60 -1.49
C 4.2596 1.5913 2.8317 1.11 3.22 0.60
O 4.5106 2.7844 2.6812 -0.20 -3.10 0.44
O 4.8415 0.7411 3.7113 1.04 1.77 -0.26
H 4.7690 -1.2974 3.7782 0.27 0.08 -0.73
H 3.6535 -0.5246 4.7397 -0.31 0.42 0.19
H 2.0866 -0.5301 3.0602 -0.10 0.43 -0.24
H 3.2890 -1.0936 1.8802 -0.08 0.22 -0.17
C -1.2700 -0.3792 4.2018 0.61 1.90 0.15
C -1.9781 -1.3034 5.0529 -1.66 -0.70 2.15
O -1.8728 -2.5956 4.4224 -0.26 0.57 1.63
C -1.4010 -2.4006 3.2243 0.40 -1.94 -2.65
O -1.2930 -3.3033 2.3965 0.08 2.50 1.29
O -1.0850 -1.0853 3.0349 0.64 -1.37 -2.33
H -0.3368 -0.1496 4.7161 0.40 0.47 -0.72
H -1.8940 0.4970 4.0253 0.41 0.25 -0.21
H -3.0206 -0.9914 5.1161 -0.13 -0.63 0.28
H -1.4791 -1.2353 6.0195 -0.59 -0.93 0.26
C 2.3820 -8.2964 0.0649 -0.50 -1.32 0.83
C 1.6128 -7.8242 1.2796 -0.98 -0.02 0.73
O 1.5789 -6.4188 1.0719 -1.14 0.11 2.17
C 2.4342 -6.0583 0.1689 0.47 3.29 -1.44
O 2.6490 -4.8901 -0.1279 -0.07 -2.08 0.36
O 2.9397 -7.1190 -0.4325 1.36 0.06 -1.29
H 1.7277 -8.7718 -0.6658 0.28 0.01 -0.19
H 3.1625 -8.9662 0.4261 0.07 -0.09 -0.61
H 2.0860 -8.1174 2.2167 0.37 0.53 0.04
H 0.5689 -8.1035 1.4225 0.06 -0.41 -0.58
C -3.1130 2.0982 -0.9496 1.73 -0.90 0.08
C -2.4434 2.5403 -2.2591 1.15 -1.42 0.62
O -3.4688 3.1796 -2.9101 1.24 0.22 -3.62
C -4.3489 3.5752 -2.0873 -5.96 1.11 1.08
O -5.4024 4.1303 -2.3954 2.79 -0.70 0.99
O -4.0954 3.0645 -0.8586 -0.93 1.50 1.12
H -2.3323 2.0843 -0.1890 -0.32 0.71 0.42
H -3.5851 1.1271 -0.8006 -0.01 -0.32 -0.90
H -2.0674 1.7561 -2.9161 0.06 -0.04 0.25
H -1.6647 3.2742 -2.0513 0.27 -0.20 0.11
C 3.2394 5.7793 -0.1957 -1.31 -0.22 -0.50
S 2.1210 6.1976 -1.6318 1.35 -0.49 -1.40
O 3.0286 6.2119 -2.8728 -1.22 -0.02 1.78
C 1.1727 4.6152 -1.7969 -0.08 0.44 0.22
H 3.8080 6.6535 0.1214 0.26 -0.11 -0.70
H 3.7860 4.9023 -0.5423 0.37 0.28 0.31
H 2.6234 5.5499 0.6738 -0.19 -0.35 -0.10
H 1.8252 3.7452 -1.8702 0.07 0.13 0.29
H 0.5665 4.6719 -2.7010 0.36 0.42 -0.30
H 0.4223 4.5280 -1.0111 0.39 -0.13 0.42
C -3.1239 4.1696 4.6204 0.51 -0.37 0.01
S -3.2592 3.6532 2.8428 0.74 -1.11 1.13
O -3.8163 2.2589 2.8752 -0.12 0.43 -0.08
C -1.4581 3.3563 2.6718 -0.25 0.87 0.19
H -2.6070 3.3964 5.1889 -0.08 -0.50 -0.32
H -4.0939 4.2867 5.1037 -0.04 0.31 -0.47
H -2.4582 5.0228 4.7508 -0.44 0.43 -0.32
H -0.9821 4.3337 2.7512 0.20 0.01 -0.12
H -1.2181 2.9100 1.7068 -0.20 -0.01 0.07
H -1.1162 2.7417 3.5046 -0.14 -0.12 -0.13
C -1.0063 -2.6682 -4.1561 -0.52 0.25 -0.55
S -2.4819 -3.4837 -3.3020 0.20 2.31 -0.73
O -2.5970 -2.8563 -1.9588 -0.03 -0.55 0.20
C -3.8582 -2.7731 -4.2921 -0.17 -0.69 -0.66
H -0.0779 -2.5561 -3.5960 -0.24 -0.78 0.49
H -1.3189 -1.6474 -4.3760 -0.47 0.00 0.26
H -0.8582 -3.1426 -5.1262 -0.01 -0.45 0.23
H -3.6671 -3.1709 -5.2888 0.08 0.20 -0.18
H -3.8971 -1.6839 -4.2854 0.68 -0.03 0.24
H -4.8601 -3.1120 -4.0287 0.32 -0.46 0.60
```
Forces are in eV/Å.